1.
C2H2N4O | wB97M-V/def2-TZVPD

HOMO (alpha / beta)   -10.032 / -8.705 eV
LUMO (alpha / beta)   -0.910 / -0.797 eV
Total energy   -371.42498 Ha
Frontier orbital gap (alpha / beta)   9.12 / 7.91 eV
Energy relative to the best compared isomer or geometry (same formula, charge and spin)   5.317 eV

```
9
C2H2N4O, DFT wB97M-V/def2-TZVPD
C -1.080 1.131 0.274
C -0.367 -1.074 -0.322
N -1.223 -0.232 0.071
N -0.226 1.762 -0.302
N 0.964 -1.091 0.077
N 1.859 -0.272 -0.008
O 2.847 0.144 0.381
H -2.144 1.565 0.581
H -0.629 -1.933 -0.752
```



2.
C39H97N11O11 | wB97M-V/def2-TZVPD

SMILES   CC1(C)CCCC(C)(C)N1O.CC1(C)CCCC(C)(C)N1O.CC1(C)CCCC(C)(C)N1O.NC(N)=O.NC(N)=O.NC(N)=O.NC(N)=O.CCO.CCO.CCO.CCO
HOMO   -8.407 eV
LUMO   0.300 eV
Total energy   -2974.07235 Ha
Frontier orbital gap   8.71 eV
Energy relative to the best compared isomer or geometry (same formula, charge and spin)   0.759 eV

```
158
C39H97N11O11, DFT wB97M-V/def2-TZVPD
C -6.102 -5.462 3.287
C -5.858 -4.446 2.155
C -6.332 -4.948 0.826
C -6.419 -3.103 2.552
C -5.639 -2.411 3.604
C -4.201 -2.202 3.159
C -3.519 -3.566 2.917
C -2.157 -3.385 2.305
C -3.222 -4.302 4.249
N -4.333 -4.269 1.922
O -3.829 -5.579 1.674
H -7.169 -5.606 3.547
H -5.722 -6.550 3.026
H -5.563 -5.160 4.178
H -6.329 -5.988 0.693
H -7.420 -4.563 0.725
H -5.760 -4.535 0.051
H -6.450 -2.385 1.705
H -7.454 -3.169 2.898
H -5.954 -1.384 3.750
H -5.659 -2.892 4.591
H -3.534 -1.619 3.816
H -4.177 -1.635 2.202
H -1.544 -4.324 2.217
H -1.587 -2.660 2.921
H -2.269 -2.974 1.274
H -2.327 -3.774 4.686
H -2.931 -5.309 3.935
H -3.999 -4.243 5.056
H -3.856 -6.197 2.378
C -0.871 3.941 -2.048
C -0.622 4.901 -0.866
C 0.388 4.215 0.039
C -0.159 6.254 -1.396
C -0.120 7.348 -0.312
C -1.541 7.374 0.308
C -2.120 6.104 0.941
C -1.236 5.808 2.214
C -3.620 6.122 1.341
N -1.916 5.115 -0.193
O -2.605 3.864 0.233
H -0.197 4.290 -2.831
H -0.525 2.970 -1.737
H -1.919 3.897 -2.493
H 1.228 3.830 -0.584
H 0.840 4.740 0.809
H -0.183 3.379 0.479
H 0.829 6.242 -1.918
H -0.947 6.585 -2.166
H 0.599 7.087 0.429
H 0.138 8.325 -0.826
H -2.283 7.579 -0.489
H -1.573 8.133 1.083
H -1.708 6.242 3.082
H -0.231 6.268 2.113
H -1.277 4.744 2.461
H -4.311 5.940 0.502
H -3.906 7.117 1.686
H -3.807 5.481 2.210
H -2.262 3.376 1.001
C 4.072 1.311 -5.269
C 4.322 1.689 -3.791
C 2.964 2.211 -3.203
C 4.909 0.452 -3.044
C 5.410 0.732 -1.660
C 6.472 1.741 -1.852
C 6.007 3.045 -2.577
C 4.967 3.850 -1.772
C 7.260 3.899 -2.884
N 5.447 2.623 -3.884
O 5.004 3.832 -4.530
H 3.318 0.481 -5.363
H 3.624 2.135 -5.786
H 5.020 1.128 -5.832
H 2.860 2.241 -2.091
H 2.765 3.158 -3.648
H 2.300 1.451 -3.604
H 4.163 -0.377 -3.048
H 5.747 0.045 -3.644
H 4.569 1.198 -1.087
H 5.583 -0.083 -0.939
H 7.327 1.295 -2.466
H 7.062 2.008 -0.949
H 4.373 4.499 -2.326
H 5.548 4.436 -1.021
H 4.385 3.158 -1.217
H 6.975 4.858 -3.299
H 7.896 3.339 -3.469
H 7.897 4.078 -2.007
H 5.448 3.716 -5.355
N -1.958 -4.484 -1.422
C -0.801 -5.222 -1.288
N -0.757 -6.151 -0.267
O 0.224 -4.847 -1.845
H -1.784 -3.581 -1.890
H -2.745 -4.780 -0.844
H 0.015 -6.726 -0.504
H -1.586 -6.716 -0.197
N -0.409 0.207 3.705
C -1.561 0.913 3.369
N -2.540 0.906 4.329
O -1.676 1.606 2.393
H -0.402 -0.187 4.640
H 0.269 0.044 2.972
H -2.516 0.200 5.039
H -3.379 1.421 4.160
N -0.579 0.088 -3.847
C -0.143 -1.154 -3.382
N 0.953 -1.671 -3.967
O -0.747 -1.707 -2.437
H -1.485 0.364 -3.544
H -0.068 0.600 -4.510
H 1.461 -2.470 -3.542
H 1.312 -1.323 -4.799
N 0.737 -1.822 -0.336
C 0.590 -0.818 0.567
N -0.380 0.059 0.233
O 1.299 -0.778 1.606
H 0.029 -1.826 -1.082
H 1.125 -2.707 -0.048
H -0.566 0.890 0.822
H -0.806 -0.044 -0.671
C 4.351 1.839 2.723
C 3.200 2.301 1.852
O 2.851 1.356 0.914
H 5.200 1.441 2.127
H 3.951 0.992 3.309
H 4.602 2.593 3.466
H 3.477 3.255 1.280
H 2.400 2.666 2.515
H 2.540 0.571 1.409
C 1.637 -5.679 2.215
C 1.515 -4.267 2.659
O 2.302 -3.486 1.750
H 1.028 -6.327 2.808
H 2.682 -6.042 2.356
H 1.348 -5.740 1.215
H 1.954 -4.175 3.667
H 0.473 -3.888 2.675
H 2.341 -2.566 1.978
C -4.453 -0.747 -1.383
C -3.741 0.394 -0.606
O -2.662 1.019 -1.377
H -5.177 -1.290 -0.793
H -3.810 -1.498 -1.709
H -4.914 -0.461 -2.368
H -3.312 0.047 0.302
H -4.537 1.055 -0.326
H -2.608 2.033 -1.244
C 3.463 -4.984 -1.384
C 3.590 -3.999 -2.576
O 2.364 -3.887 -3.285
H 2.819 -4.722 -0.544
H 4.511 -5.006 -0.989
H 3.099 -5.932 -1.690
H 4.339 -4.422 -3.160
H 3.933 -3.111 -2.131
H 1.650 -4.392 -2.818
```



3.
C18H15AlIN6OSeTe4 | wB97M-V/def2-TZVPD

HOMO   -9.119 eV
LUMO   -4.119 eV
Total energy   -5112.32472 Ha
Total charge   +1
Frontier orbital gap   5.00 eV

```
47
C18H15AlIN6OSeTe4, DFT wB97M-V/def2-TZVPD
Al 0.027 0.155 -0.238
Se -5.800 -3.935 -2.805
N -4.396 -4.305 -1.822
C -3.599 -3.254 -1.780
C -2.322 -3.219 -1.123
C -1.685 -4.341 -0.614
C -0.393 -4.193 -0.115
C 0.165 -2.935 -0.045
N -0.455 -1.821 -0.446
C -1.665 -1.967 -1.050
C -2.175 -0.825 -1.712
N -1.442 0.314 -1.609
C -1.788 1.355 -2.376
C -2.850 1.338 -3.253
C -3.661 0.207 -3.313
C -3.322 -0.895 -2.539
C -4.074 -2.119 -2.516
N -5.228 -2.306 -3.126
H -2.175 -5.300 -0.657
H 0.162 -5.052 0.228
H 1.168 -2.809 0.336
H -1.184 2.247 -2.257
H -3.063 2.205 -3.859
H -4.533 0.160 -3.945
Te 0.059 2.733 0.492
Te 2.221 3.589 -0.885
Te 1.903 2.205 -3.203
Te 1.687 -0.303 -2.276
C -1.951 0.169 3.435
C -2.108 0.254 1.957
C -3.421 0.725 1.437
O -1.146 0.031 1.192
H -2.862 -0.183 3.911
H -1.762 1.183 3.795
H -1.106 -0.449 3.730
H -4.017 1.155 2.237
H -3.971 -0.109 0.995
H -3.265 1.458 0.649
I 5.243 0.317 3.138
C 3.353 -0.214 2.435
C 2.451 -1.097 3.004
N 1.378 -1.108 2.201
N 1.535 -0.302 1.152
C 2.732 0.256 1.278
H 2.519 -1.689 3.895
H 0.528 -1.648 2.285
H 3.109 0.977 0.575
```



4.
C4H3N3 | wB97M-V/def2-TZVPD

HOMO   -9.324 eV
LUMO   -0.005 eV
Total energy   -318.30579 Ha
Frontier orbital gap   9.32 eV
Energy relative to the best compared isomer or geometry (same formula, charge and spin)   4.869 eV

```
10
C4H3N3, DFT wB97M-V/def2-TZVPD
C 1.822 0.096 -0.157
C 1.570 -0.366 0.991
C 0.156 -0.103 0.442
C -0.492 1.002 -0.082
N -1.719 0.632 -0.536
N -1.890 -0.626 -0.288
N -0.767 -1.094 0.271
H 2.153 0.495 -1.108
H -0.071 1.991 -0.200
H -0.762 -2.025 0.668
```



5.
C6H13N | wB97M-V/def2-TZVPD

SMILES   C=CCCCCN
HOMO   -8.576 eV
LUMO   1.025 eV
Total energy   -291.02317 Ha
Frontier orbital gap   9.60 eV
Energy relative to the best compared isomer or geometry (same formula, charge and spin)   3.689 eV

```
20
C6H13N, DFT wB97M-V/def2-TZVPD
C -0.162 1.918 -2.314
C -1.024 1.795 -1.231
C -1.069 0.633 -0.231
C -0.289 -0.663 -0.517
C 1.142 -0.898 0.236
C 1.028 -0.736 1.717
N 0.273 -1.840 2.285
H 0.903 1.669 -2.089
H -0.610 2.497 -3.191
H -1.515 2.811 -1.126
H -2.195 0.534 -0.219
H -0.641 1.023 0.659
H -1.027 -1.559 -0.164
H 0.039 -0.726 -1.644
H 1.747 -0.020 -0.319
H 1.438 -1.873 -0.111
H 0.568 0.185 1.878
H 1.908 -0.693 2.331
H 0.077 -2.589 1.532
H -0.590 -1.467 2.520
```



6.
H2O2S2 | wB97M-V/def2-TZVPD

HOMO   -10.561 eV
LUMO   -2.122 eV
Total energy   -948.02081 Ha
Frontier orbital gap   8.44 eV
Energy relative to the best compared isomer or geometry (same formula, charge and spin)   0.000 eV

```
6
H2O2S2, DFT wB97M-V/def2-TZVPD
O 3.842 1.069 0.461
O 0.322 0.269 -0.680
S 4.859 0.229 -0.137
S 4.513 -1.627 -0.022
H 0.156 -0.633 -0.970
H 1.227 0.349 -0.846
```



7.
C2H4ClN3O2 | wB97M-V/def2-TZVPD

HOMO (alpha / beta)   -8.708 / -8.057 eV
LUMO (alpha / beta)   -0.607 / -0.920 eV
Total energy   -853.32955 Ha
Frontier orbital gap (alpha / beta)   8.10 / 7.14 eV
Energy relative to the best compared isomer or geometry (same formula, charge and spin)   5.235 eV

```
12
C2H4ClN3O2, DFT wB97M-V/def2-TZVPD
C 0.468 0.408 -0.413
C -0.844 -0.052 -0.925
N -0.151 1.128 0.577
N -1.420 0.507 0.292
N 1.523 -1.341 0.855
O 1.921 -2.355 0.360
O 1.474 -0.964 1.996
Cl -1.322 0.794 -2.466
H 1.396 0.647 -0.891
H -1.048 -1.109 -1.081
H 0.166 1.147 1.541
H -2.162 1.190 0.156
```



8.
C6H16N2 | wB97M-V/def2-TZVPD

SMILES   CC(C)CCNCN
HOMO   -8.758 eV
LUMO   1.087 eV
Total energy   -347.68581 Ha
Frontier orbital gap   9.84 eV
Energy relative to the best compared isomer or geometry (same formula, charge and spin)   1.062 eV

```
24
C6H16N2, DFT wB97M-V/def2-TZVPD
C 1.719 -1.989 -0.120
C 1.055 -1.081 0.911
C 2.111 -0.833 2.043
C 0.769 0.319 0.338
C -0.351 0.405 -0.713
N -1.165 1.570 -0.441
C -2.187 1.797 -1.436
N -3.398 0.962 -1.362
H 2.547 -2.558 0.325
H 1.054 -2.690 -0.628
H 2.296 -1.471 -0.897
H 0.210 -1.480 1.471
H 3.047 -0.431 1.647
H 2.413 -1.799 2.446
H 1.662 -0.188 2.797
H 0.547 0.961 1.194
H 1.679 0.770 -0.056
H 0.073 0.655 -1.683
H -0.856 -0.561 -0.736
H -1.669 1.432 0.433
H -1.749 1.651 -2.432
H -2.452 2.856 -1.503
H -4.141 1.484 -0.907
H -3.211 0.220 -0.689
```



9.
C4CuF6NO10S2 | wB97M-V/def2-TZVPD

Spin multiplicity   3
HOMO (alpha / beta)   -2.599 / -2.434 eV
LUMO (alpha / beta)   5.199 / 4.646 eV
Total energy   -3995.45648 Ha
Total charge   -2
Frontier orbital gap (alpha / beta)   7.80 / 7.08 eV

```
24
C4CuF6NO10S2, DFT wB97M-V/def2-TZVPD
Cu 0.807 -0.857 0.840
C -2.766 0.075 -0.128
F -3.973 0.017 -0.751
F -2.562 1.322 0.286
F -2.661 -0.847 0.820
S -1.424 -0.243 -1.502
O -1.219 -1.719 -1.723
O -1.951 0.386 -2.728
N 0.050 0.268 -0.773
S 0.073 1.674 -1.485
O 0.446 1.472 -2.931
O -0.971 2.666 -1.165
C 1.793 2.325 -0.794
F 1.561 2.683 0.455
F 2.765 1.378 -0.873
F 2.211 3.359 -1.507
C 1.469 -3.352 0.265
O 0.327 -2.905 0.111
O 1.820 -3.849 -0.828
O 2.305 -2.404 0.301
C 0.489 -0.335 3.557
O 0.175 -0.175 4.719
O 0.444 -1.458 3.174
O 0.792 0.521 2.661
```



10.
C4H6O | wB97M-V/def2-TZVPD

HOMO   -8.413 eV
LUMO   0.781 eV
Total energy   -231.04960 Ha
Frontier orbital gap   9.19 eV
Energy relative to the best compared isomer or geometry (same formula, charge and spin)   4.738 eV

```
11
C4H6O, DFT wB97M-V/def2-TZVPD
C -0.192 -1.190 0.692
O -0.642 0.042 0.129
C 0.452 1.354 0.110
C 0.536 1.310 -1.332
C -0.266 0.268 -1.381
H 0.871 -1.350 0.472
H -0.781 -2.001 0.254
H -0.361 -1.158 1.771
H -0.116 2.146 0.603
H 1.291 0.998 0.716
H -0.791 -0.418 -2.035
```



11.
C15H22N2O3 | wB97M-V/def2-TZVPD

SMILES   CC[C@H](C)[C@H](NC(=O)[C@@H](N)Cc1ccccc1)C(=O)O
HOMO   -8.881 eV
LUMO   0.612 eV
Total energy   -919.92993 Ha
Frontier orbital gap   9.49 eV
Energy relative to the best compared isomer or geometry (same formula, charge and spin)   4.046 eV

```
42
C15H22N2O3, DFT wB97M-V/def2-TZVPD
C -4.442 -1.981 -0.945
C -4.251 -1.257 0.406
C -2.772 -0.724 0.391
C -2.204 -0.450 1.794
C -2.633 0.527 -0.556
N -1.303 0.800 -0.827
C -0.221 -0.144 -0.818
O -0.295 -1.332 -1.020
C 1.164 0.576 -0.886
N 1.104 1.750 -0.164
C 2.039 -0.558 -0.302
C 3.560 -0.240 -0.112
C 4.226 0.600 -0.998
C 5.617 0.811 -0.860
C 6.227 0.300 0.334
C 5.555 -0.423 1.259
C 4.144 -0.811 0.963
C -3.176 1.740 0.173
O -2.515 2.302 1.047
O -4.415 2.027 -0.207
H -5.109 -1.294 -1.749
H -3.446 -2.093 -1.280
H -5.080 -2.913 -0.931
H -4.971 -0.392 0.578
H -4.397 -2.065 1.109
H -2.128 -1.305 -0.120
H -1.918 -1.489 2.189
H -1.233 0.137 1.839
H -2.912 -0.011 2.581
H -3.209 0.293 -1.475
H -0.921 1.524 -0.285
H 1.297 0.774 -2.047
H 1.694 2.561 -0.339
H 1.316 1.534 0.809
H 1.818 -1.369 -0.817
H 1.499 -0.700 0.694
H 3.851 1.001 -1.987
H 6.043 1.434 -1.684
H 7.269 0.537 0.458
H 6.222 -0.953 1.973
H 3.714 -1.569 1.564
H -4.808 2.844 0.246
```



12.
C4H12N2O | wB97M-V/def2-TZVPD

SMILES   [H]/N=C/NCCC.O
HOMO   -8.801 eV
LUMO   0.913 eV
Total energy   -344.31868 Ha
Frontier orbital gap   9.71 eV
Energy relative to the best compared isomer or geometry (same formula, charge and spin)   1.805 eV

```
19
C4H12N2O, DFT wB97M-V/def2-TZVPD
H -0.487 -3.129 1.307
N -0.003 -2.327 1.692
C 0.638 -1.619 0.830
N 0.702 -0.264 0.909
C 1.483 0.378 -0.148
C 0.662 0.932 -1.315
C -0.406 1.878 -0.782
H 1.310 -2.127 0.125
H -0.184 0.048 1.280
H 2.149 -0.378 -0.556
H 2.125 1.148 0.270
H 1.328 1.425 -2.013
H 0.129 0.122 -1.801
H -1.232 1.283 -0.383
H -0.085 2.430 0.110
H -0.822 2.673 -1.397
O -2.641 -0.544 0.409
H -2.668 -0.736 1.360
H -1.997 -1.193 0.103
```